Record 1
A 3-piece molecular cluster, C4H13NO2 overall at a distorted geometry. Source: OMol25; level of theory: ωB97M-V with the def2-TZVPD basis set.

Output
* gap between HOMO and LUMO: 9.07 eV
* ΔE to the lowest compared entry with this formula, charge and spin: 68.7 kcal/mol
* SMILES: C=C(C)NC.O.O

Bonds (Å) are listed after each position.
Geometry (Å):
1 C 2.91 0.68 0.09  C2 1.354, H6 1.131, H7 1.102
2 C 2.02 -0.32 -0.13  C1 1.354, C3 1.551, N4 1.411
3 C 2.16 -1.77 0.40  C2 1.551, H8 1.029, H9 1.100, H10 1.067
4 N 0.76 0.03 -0.67  C2 1.411, C5 1.413, H11 1.114
5 C 0.04 -0.79 -1.56  N4 1.413, H12 1.118, H13 1.113, H14 1.043
6 H 3.93 0.38 0.47  C1 1.131
7 H 2.91 1.78 0.00  C1 1.102
8 H 2.46 -2.29 -0.44  C3 1.029
9 H 1.14 -2.18 0.39  C3 1.100
10 H 2.93 -1.83 1.12  C3 1.067
11 H 0.92 0.90 -1.35  N4 1.114
12 H -0.66 -1.34 -0.89  C5 1.118
13 H 0.69 -1.38 -2.24  C5 1.113
14 H -0.76 -0.21 -1.89  C5 1.043
15 O -4.83 1.51 0.49  H16 0.955, H17 1.033
16 H -4.13 2.05 0.11  O15 0.955
17 H -4.68 0.60 0.94  O15 1.033
18 O -1.50 0.37 1.12  H19 1.003, H20 0.903
19 H -0.56 0.56 0.84  O18 1.003
20 H -1.62 0.76 1.93  O18 0.903

***

Record 2
A 2-piece molecular cluster, C4H13NO2 overall at a distorted geometry. Source: OMol25; level of theory: ωB97M-V with the def2-TZVPD basis set.

Output
* gap between HOMO and LUMO: 10.09 eV
* ΔE to the lowest compared entry with this formula, charge and spin: 22.6 kcal/mol
* SMILES: C[C@H](N)CCO.O

Bonds (Å) are listed after each position.
Geometry (Å):
1 C -1.32 1.19 0.51  C2 1.531, H7 1.083, H8 1.097, H9 1.088
2 C 0.00 0.49 0.19  C1 1.531, N3 1.463, C4 1.538, H10 1.097
3 N -0.20 -0.95 0.09  C2 1.463, H11 1.001, H12 1.019
4 C 1.18 0.92 1.08  C2 1.538, C5 1.500, H13 1.103, H14 1.097
5 C 2.50 0.33 0.71  C4 1.500, O6 1.408, H15 1.119, H16 1.096
6 O 2.74 -0.96 1.21  C5 1.408, H17 0.951
7 H -1.36 2.25 0.29  C1 1.083
8 H -1.50 0.92 1.55  C1 1.097
9 H -2.10 0.69 -0.06  C1 1.088
10 H 0.24 0.78 -0.85  C2 1.097
11 H 0.44 -1.48 -0.46  N3 1.001
12 H -0.43 -1.34 1.01  N3 1.019
13 H 1.29 2.02 1.10  C4 1.103
14 H 0.87 0.80 2.13  C4 1.097
15 H 2.64 0.34 -0.40  C5 1.119
16 H 3.42 0.87 0.98  C5 1.096
17 H 2.07 -1.59 0.96  O6 0.951
18 O -3.98 -0.68 -3.12  H19 0.983, H20 0.931
19 H -4.03 -1.64 -2.95  O18 0.983
20 H -4.26 -0.48 -3.99  O18 0.931

***

Record 3
A 2-piece molecular cluster, C4H13NO2 overall at a distorted geometry. Source: OMol25; level of theory: ωB97M-V with the def2-TZVPD basis set.

Output
* gap between HOMO and LUMO: 10.27 eV
* ΔE to the lowest compared entry with this formula, charge and spin: 42.3 kcal/mol
* SMILES: C[C@H](O)[C@@H](C)N.O

Bonds (Å) are listed after each position.
Geometry (Å):
1 C -2.32 -1.45 1.13  C2 1.576, H7 1.024, H8 1.114, H9 1.111
2 C -0.97 -0.89 0.54  C1 1.576, O3 1.501, C4 1.484, H10 1.054
3 O -0.10 -0.09 1.47  C2 1.501, H11 0.996
4 C -1.06 -0.06 -0.68  C2 1.484, C5 1.528, N6 1.493, H12 1.173
5 C -1.88 1.20 -0.41  C4 1.528, H13 1.163, H14 1.196, H15 1.153
6 N 0.31 0.35 -1.11  C4 1.493, H16 1.105, H17 1.046
7 H -2.26 -2.30 1.70  C1 1.024
8 H -3.13 -1.61 0.38  C1 1.114
9 H -2.67 -0.62 1.77  C1 1.111
10 H -0.39 -1.77 0.53  C2 1.054
11 H -0.76 0.53 1.87  O3 0.996
12 H -1.54 -0.70 -1.53  C4 1.173
13 H -1.70 1.53 0.69  C5 1.163
14 H -3.06 1.16 -0.61  C5 1.196
15 H -1.44 2.08 -1.02  C5 1.153
16 H 0.84 0.86 -0.28  N6 1.105
17 H 0.92 -0.50 -1.13  N6 1.046
18 O 7.26 0.91 -0.77  H19 0.972, H20 0.944
19 H 7.25 1.19 -1.70  O18 0.972
20 H 6.69 0.16 -0.83  O18 0.944

***

Record 4
A 2-piece molecular cluster, C4H13NO2 overall at a distorted geometry. Source: OMol25; level of theory: ωB97M-V with the def2-TZVPD basis set.

Output
* gap between HOMO and LUMO: 9.42 eV
* ΔE to the lowest compared entry with this formula, charge and spin: 31.1 kcal/mol
* SMILES: CNCCCO.O

Bonds (Å) are listed after each position.
Geometry (Å):
1 C 1.14 2.45 -0.17  N2 1.479, H7 1.087, H8 1.096, H9 1.086
2 N 1.34 1.09 0.38  C1 1.479, C3 1.464, H10 1.013
3 C 1.14 0.06 -0.64  N2 1.464, C4 1.521, H11 1.098, H12 1.099
4 C 0.49 -1.17 -0.02  C3 1.521, C5 1.559, H13 1.093, H14 1.087
5 C -0.86 -0.85 0.69  C4 1.559, O6 1.420, H15 1.089, H16 1.083
6 O -0.73 -0.77 2.10  C5 1.420, H17 0.961
7 H 1.21 3.18 0.63  C1 1.087
8 H 2.01 2.67 -0.79  C1 1.096
9 H 0.24 2.48 -0.77  C1 1.086
10 H 0.66 1.02 1.13  N2 1.013
11 H 0.74 0.41 -1.60  C3 1.098
12 H 2.16 -0.24 -0.91  C3 1.099
13 H 0.24 -1.92 -0.77  C4 1.093
14 H 1.15 -1.60 0.73  C4 1.087
15 H -1.50 -1.71 0.49  C5 1.089
16 H -1.26 0.08 0.30  C5 1.083
17 H -0.53 -1.63 2.49  O6 0.961
18 O -2.01 -0.66 -1.84  H19 0.962, H20 0.969
19 H -2.42 -1.02 -2.63  O18 0.962
20 H -1.06 -0.78 -2.02  O18 0.969

***

Record 5
A 2-piece molecular cluster, C4H13NO2 overall at a distorted geometry. Source: OMol25; level of theory: ωB97M-V with the def2-TZVPD basis set.

Output
* gap between HOMO and LUMO: 9.44 eV
* ΔE to the lowest compared entry with this formula, charge and spin: 42.7 kcal/mol
* SMILES: NCCCCO.O

Bonds (Å) are listed after each position.
Geometry (Å):
1 N 0.12 0.70 2.15  C2 1.383, H7 1.016, H8 1.033
2 C 0.40 1.13 0.86  N1 1.383, C3 1.468, H9 1.084, H10 1.150
3 C 1.19 0.18 0.08  C2 1.468, C4 1.569, H11 1.155, H12 1.084
4 C 0.46 -1.22 0.11  C3 1.569, C5 1.589, H13 1.136, H14 1.158
5 C 0.53 -1.84 -1.35  C4 1.589, O6 1.433, H15 1.063, H16 1.170
6 O 1.80 -2.38 -1.71  C5 1.433, H17 0.966
7 H -0.82 0.82 2.51  N1 1.016
8 H 0.47 -0.26 2.31  N1 1.033
9 H 0.87 2.11 0.86  C2 1.084
10 H -0.57 1.45 0.33  C2 1.150
11 H 1.44 0.47 -1.01  C3 1.155
12 H 2.17 0.00 0.49  C3 1.084
13 H 0.79 -2.00 0.86  C4 1.136
14 H -0.62 -0.87 0.33  C4 1.158
15 H -0.26 -2.56 -1.40  C5 1.063
16 H 0.44 -0.96 -2.11  C5 1.170
17 H 1.62 -3.06 -2.38  O6 0.966
18 O -3.67 2.68 -0.08  H19 0.982, H20 1.001
19 H -3.45 2.33 -0.97  O18 0.982
20 H -2.90 3.29 0.11  O18 1.001

***

Record 6
A 3-piece molecular cluster, C4H13NO2 overall at a distorted geometry. Source: OMol25; level of theory: ωB97M-V with the def2-TZVPD basis set.

Output
* gap between HOMO and LUMO: 10.20 eV
* ΔE to the lowest compared entry with this formula, charge and spin: 47.0 kcal/mol
* SMILES: C=CCNC.O.O

Bonds (Å) are listed after each position.
Geometry (Å):
1 C -1.79 1.21 1.10  C2 1.376, H6 1.093, H7 1.085
2 C -1.02 1.87 0.17  C1 1.376, C3 1.553, H8 1.083
3 C 0.42 1.38 -0.13  C2 1.553, N4 1.519, H9 1.040, H10 1.111
4 N 0.28 0.07 -0.88  C3 1.519, C5 1.518, H11 1.024
5 C 1.46 -0.43 -1.70  N4 1.518, H12 1.090, H13 1.140, H14 1.165
6 H -2.71 1.66 1.48  C1 1.093
7 H -1.35 0.29 1.47  C1 1.085
8 H -1.22 2.84 -0.27  C2 1.083
9 H 1.10 2.01 -0.61  C3 1.040
10 H 0.80 1.31 0.91  C3 1.111
11 H -0.46 0.21 -1.57  N4 1.024
12 H 2.37 -0.50 -1.10  C5 1.090
13 H 1.27 -1.51 -2.01  C5 1.140
14 H 1.72 0.43 -2.43  C5 1.165
15 O 0.68 -1.13 2.13  H16 0.952, H17 0.979
16 H 1.24 -1.72 2.62  O15 0.952
17 H 0.43 -1.70 1.38  O15 0.979
18 O -0.81 -2.46 -0.18  H19 1.023, H20 0.977
19 H -0.61 -1.46 -0.28  O18 1.023
20 H -1.79 -2.39 -0.10  O18 0.977

***

Record 7
A 3-piece molecular cluster, C4H13NO2 overall at a distorted geometry. Source: OMol25; level of theory: ωB97M-V with the def2-TZVPD basis set.

Output
* gap between HOMO and LUMO: 10.32 eV
* ΔE to the lowest compared entry with this formula, charge and spin: 62.6 kcal/mol
* SMILES: C=NCCC.O.O

Bonds (Å) are listed after each position.
Geometry (Å):
1 C -0.26 -1.30 0.85  N2 1.378, H6 1.011, H7 1.089
2 N -0.77 -1.12 -0.41  C1 1.378, C3 1.473
3 C -0.05 -0.07 -1.16  N2 1.473, C4 1.665, H8 1.082, H9 1.022
4 C 0.32 1.23 -0.20  C3 1.665, C5 1.518, H10 1.051, H11 1.040
5 C 0.74 2.50 -0.93  C4 1.518, H12 1.119, H13 1.145, H14 1.039
6 H 0.69 -1.05 1.07  C1 1.011
7 H -0.74 -2.09 1.44  C1 1.089
8 H 0.90 -0.52 -1.42  C3 1.082
9 H -0.50 0.24 -2.03  C3 1.022
10 H -0.57 1.28 0.35  C4 1.051
11 H 0.95 0.83 0.53  C4 1.040
12 H 1.16 3.29 -0.26  C5 1.119
13 H 1.49 2.37 -1.78  C5 1.145
14 H -0.15 2.93 -1.25  C5 1.039
15 O -3.50 -0.16 0.83  H16 0.969, H17 0.953
16 H -2.56 -0.32 0.68  O15 0.969
17 H -3.80 0.59 0.32  O15 0.953
18 O 3.13 -1.27 0.80  H19 0.904, H20 0.928
19 H 2.93 -1.10 -0.06  O18 0.904
20 H 4.05 -1.36 0.84  O18 0.928

***

Record 8
A 2-piece molecular cluster, C4H13NO2 overall. Source: OMol25; level of theory: ωB97M-V with the def2-TZVPD basis set.

Output
* gap between HOMO and LUMO: 9.69 eV
* ΔE to the lowest compared entry with this formula, charge and spin: 26.1 kcal/mol
* SMILES: CNCCCO.O

Bonds (Å) are listed after each position.
Geometry (Å):
1 C -2.15 -0.91 -0.08  N2 1.455, H7 1.089, H8 1.082, H9 1.103
2 N -0.74 -0.60 0.09  C1 1.455, C3 1.461, H10 1.010
3 C -0.41 0.82 0.05  N2 1.461, C4 1.524, H11 1.100, H12 1.095
4 C 0.53 1.21 1.19  C3 1.524, C5 1.542, H13 1.098, H14 1.084
5 C 1.94 0.58 1.10  C4 1.542, O6 1.432, H15 1.093, H16 1.090
6 O 2.25 -0.22 2.25  C5 1.432, H17 0.965
7 H -2.32 -1.95 0.22  C1 1.089
8 H -2.73 -0.24 0.54  C1 1.082
9 H -2.52 -0.76 -1.11  C1 1.103
10 H -0.19 -1.12 -0.59  N2 1.010
11 H 0.03 1.13 -0.90  C3 1.100
12 H -1.32 1.42 0.18  C3 1.095
13 H 0.61 2.30 1.30  C4 1.098
14 H 0.09 0.90 2.13  C4 1.084
15 H 2.68 1.39 1.12  C5 1.093
16 H 2.01 -0.01 0.19  C5 1.090
17 H 1.97 -1.13 2.06  O6 0.965
18 O 0.15 -0.75 -3.58  H19 0.960, H20 0.961
19 H 0.62 -1.52 -3.25  O18 0.960
20 H -0.52 -0.54 -2.92  O18 0.961

***

Record 9
A 2-piece molecular cluster, C4H13NO2 overall at a distorted geometry. Source: OMol25; level of theory: ωB97M-V with the def2-TZVPD basis set.

Output
* gap between HOMO and LUMO: 9.69 eV
* ΔE to the lowest compared entry with this formula, charge and spin: 9.6 kcal/mol
* SMILES: C[C@H](N)[C@@H](C)O.O

Bonds (Å) are listed after each position.
Geometry (Å):
1 C 1.99 0.69 -0.67  C2 1.512, H7 1.098, H8 1.089, H9 1.079
2 C 0.92 -0.33 -0.38  C1 1.512, N3 1.454, C4 1.545, H10 1.095
3 N 0.29 -0.79 -1.61  C2 1.454, H11 1.010, H12 1.013
4 C -0.13 0.10 0.66  C2 1.545, C5 1.507, O6 1.429, H13 1.088
5 C 0.46 0.65 1.94  C4 1.507, H14 1.082, H15 1.084, H16 1.084
6 O -1.10 1.00 0.12  C4 1.429, H17 0.966
7 H 1.56 1.70 -0.76  C1 1.098
8 H 2.78 0.75 0.08  C1 1.089
9 H 2.41 0.51 -1.65  C1 1.079
10 H 1.34 -1.22 0.10  C2 1.095
11 H 0.01 -0.01 -2.19  N3 1.010
12 H -0.55 -1.31 -1.44  N3 1.013
13 H -0.71 -0.81 0.82  C4 1.088
14 H -0.31 1.09 2.56  C5 1.082
15 H 1.00 -0.12 2.48  C5 1.084
16 H 1.17 1.43 1.70  C5 1.084
17 H -0.68 1.87 0.09  O6 0.966
18 O -3.16 -1.96 -0.79  H19 0.971, H20 0.979
19 H -3.15 -1.19 -0.20  O18 0.971
20 H -4.13 -2.04 -0.85  O18 0.979

***

Record 10
A 2-piece molecular cluster, C4H13NO2 overall at a distorted geometry. Source: OMol25; level of theory: ωB97M-V with the def2-TZVPD basis set.

Output
* gap between HOMO and LUMO: 10.36 eV
* ΔE to the lowest compared entry with this formula, charge and spin: 25.7 kcal/mol
* SMILES: C[C@@H](O)CCN.O

Bonds (Å) are listed after each position.
Geometry (Å):
1 C -0.46 2.32 0.34  C2 1.521, H7 1.087, H8 1.088, H9 1.093
2 C -0.56 0.97 -0.35  C1 1.521, O3 1.501, C4 1.522, H10 1.091
3 O -1.74 1.08 -1.27  C2 1.501, H11 0.953
4 C 0.70 0.47 -1.04  C2 1.522, C5 1.501, H12 1.087, H13 1.106
5 C 0.61 -0.97 -1.45  C4 1.501, N6 1.497, H14 1.102, H15 1.093
6 N 0.07 -1.88 -0.39  C5 1.497, H16 1.017, H17 1.010
7 H -0.23 3.09 -0.39  C1 1.087
8 H -1.42 2.51 0.80  C1 1.088
9 H 0.37 2.27 1.05  C1 1.093
10 H -1.00 0.18 0.27  C2 1.091
11 H -1.30 1.11 -2.12  O3 0.953
12 H 1.50 0.73 -0.35  C4 1.087
13 H 0.84 1.14 -1.91  C4 1.106
14 H 1.59 -1.38 -1.72  C5 1.102
15 H -0.12 -1.00 -2.27  C5 1.093
16 H 0.82 -2.03 0.28  N6 1.017
17 H 0.04 -2.76 -0.88  N6 1.010
18 O 0.04 -2.26 4.13  H19 0.978, H20 0.982
19 H -0.38 -1.40 3.91  O18 0.978
20 H 0.62 -2.19 3.34  O18 0.982

***

Record 11
A 2-piece molecular cluster, C4H13NO2 overall at a distorted geometry. Source: OMol25; level of theory: ωB97M-V with the def2-TZVPD basis set.

Output
* gap between HOMO and LUMO: 9.51 eV
* ΔE to the lowest compared entry with this formula, charge and spin: 57.8 kcal/mol
* SMILES: CC(C)NCO.O

Bonds (Å) are listed after each position.
Geometry (Å):
1 C -0.60 -0.21 1.74  C2 1.520, H7 1.058, H8 1.111, H9 1.098
2 C 0.61 0.62 1.31  C1 1.520, C3 1.465, N4 1.504, H10 1.128
3 C 0.16 1.92 0.82  C2 1.465, H11 1.134, H12 1.051, H13 0.999
4 N 1.55 -0.02 0.33  C2 1.504, C5 1.357, H14 1.041
5 C 1.65 0.40 -0.96  N4 1.357, O6 1.519, H15 1.218, H16 1.100
6 O 0.98 -0.68 -1.80  C5 1.519, H17 0.985
7 H -1.48 0.04 1.22  C1 1.058
8 H -0.29 -1.24 1.47  C1 1.111
9 H -0.94 -0.07 2.78  C1 1.098
10 H 1.12 0.74 2.31  C2 1.128
11 H 0.75 2.51 0.05  C3 1.134
12 H -0.75 1.92 0.28  C3 1.051
13 H 0.11 2.47 1.65  C3 0.999
14 H 1.76 -1.02 0.50  N4 1.041
15 H 1.06 1.40 -1.30  C5 1.218
16 H 2.68 0.44 -1.36  C5 1.100
17 H 1.54 -1.49 -1.83  O6 0.985
18 O -3.62 -1.58 -1.10  H19 1.002, H20 0.936
19 H -3.41 -2.54 -1.28  O18 1.002
20 H -2.74 -1.30 -0.99  O18 0.936

***

Record 12
A 2-piece molecular cluster, C4H13NO2 overall at a distorted geometry. Source: OMol25; level of theory: ωB97M-V with the def2-TZVPD basis set.

Output
* gap between HOMO and LUMO: 9.80 eV
* ΔE to the lowest compared entry with this formula, charge and spin: 47.7 kcal/mol
* SMILES: C[C@H](N)[C@@H](C)O.O

Bonds (Å) are listed after each position.
Geometry (Å):
1 C 0.03 0.84 -1.50  C2 1.546, H7 1.007, H8 1.094, H9 1.224
2 C 1.11 0.41 -0.48  C1 1.546, N3 1.434, C4 1.485, H10 1.096
3 N 1.95 -0.56 -1.10  C2 1.434, H11 1.099, H12 1.041
4 C 0.38 -0.02 0.74  C2 1.485, C5 1.543, O6 1.566, H13 1.159
5 C 0.20 1.12 1.76  C4 1.543, H14 1.091, H15 1.140, H16 1.064
6 O -1.04 -0.64 0.48  C4 1.566, H17 0.982
7 H -0.46 -0.01 -1.75  C1 1.007
8 H -0.45 1.73 -1.09  C1 1.094
9 H 0.55 1.47 -2.41  C1 1.224
10 H 1.69 1.29 -0.17  C2 1.096
11 H 1.46 -1.53 -1.29  N3 1.099
12 H 2.32 -0.14 -1.98  N3 1.041
13 H 0.82 -0.91 1.34  C4 1.159
14 H -0.30 0.82 2.69  C5 1.091
15 H 1.29 1.40 1.96  C5 1.140
16 H -0.37 1.96 1.44  C5 1.064
17 H -1.74 -0.07 0.87  O6 0.982
18 O -2.65 -2.79 0.11  H19 0.947, H20 1.017
19 H -1.80 -2.46 -0.15  O18 0.947
20 H -2.99 -1.92 0.52  O18 1.017

***

ΔE to the lowest compared entry with this formula, charge and spin of number 3 (C4H13NO2)? 42.3 kcal/mol